1.
The following is a DFT calculation (ωB97M-V with the def2-TZVPD basis set) of 2 unconnected molecules or ions with the total composition C7H16NOS in a non-equilibrium geometry.

Values from the calculation:
strongest force on any atom: 0.0895 hartree/bohr
energy: -804.0925 Ha
ΔE to the lowest compared entry with this formula, charge and spin: 265.9 kJ/mol
charge: +1
HOMO: -0.4733 Eh

XYZ file:
```
26
C7H16NOS ωB97M-V with the def2-TZVPD basis set
C -0.8395 1.4225 -1.6816
C -0.5740 -0.1889 3.2009
C -0.9180 -2.4726 2.1529
C 1.3782 -1.1445 1.7885
C -0.2142 2.3504 -3.7969
C 1.1526 0.5926 -2.3999
C -0.1932 -1.0998 2.0516
N -0.0081 1.3220 -2.7679
O -0.5763 0.6510 -0.7620
S -1.1708 -1.1069 0.6327
H -1.5621 2.1611 -1.9171
H -0.3036 -0.7411 4.0921
H 0.1096 0.8147 3.1596
H -1.6086 0.0790 3.3162
H -0.9314 -2.7650 3.2334
H -0.5311 -3.2524 1.5448
H -2.0269 -2.3821 1.8730
H 1.7638 -0.1502 1.3230
H 1.8194 -1.4326 2.7625
H 1.5284 -1.8535 1.0515
H -0.5179 3.0755 -3.0986
H -1.0338 2.0929 -4.5770
H 0.6854 2.6152 -4.2893
H 2.0136 1.3662 -2.3949
H 1.3935 -0.2246 -3.1565
H 1.1648 0.2712 -1.3411
```

2.
The following is a DFT calculation (ωB97M-V with the def2-TZVPD basis set) of 2 unconnected molecules or ions with the total composition C7H16O in a non-equilibrium geometry.

Values from the calculation:
strongest force on any atom: 0.0843 hartree/bohr
energy: -351.4648 Ha
ΔE to the lowest compared entry with this formula, charge and spin: 234.1 kJ/mol
charge: 0
SMILES: C/C=C/CCCC.O
HOMO: -0.3200 Eh

XYZ file:
```
24
C7H16O ωB97M-V with the def2-TZVPD basis set
C -1.7344 3.4401 1.6314
C -1.0713 2.2312 0.9356
C -1.0744 1.8649 -0.3762
C -0.4798 0.5801 -0.6670
C 1.0143 0.6856 -0.4783
C 1.6034 -0.0990 0.6747
C 2.0092 -1.5693 0.2178
H -1.3094 3.6840 2.6132
H -2.7834 3.2082 1.7306
H -1.6916 4.3897 1.1105
H -0.6054 1.5518 1.6442
H -1.5040 2.4480 -1.1750
H -0.6772 0.2456 -1.8095
H -0.7431 -0.3343 0.0355
H 1.5131 0.3486 -1.5032
H 1.3580 1.7530 -0.4173
H 0.9560 -0.2497 1.5640
H 2.5252 0.3770 1.1079
H 2.6667 -2.0729 1.0092
H 1.2860 -2.3797 0.1247
H 2.5630 -1.6087 -0.7277
O -1.4402 -5.8917 -2.1837
H -0.9901 -5.8161 -3.0302
H -1.3906 -6.7862 -2.0312
```

3.
The following is a DFT calculation (ωB97M-V with the def2-TZVPD basis set) of 3 unconnected molecules or ions with the total composition C7H16O in a non-equilibrium geometry.

Values from the calculation:
strongest force on any atom: 0.0355 hartree/bohr
energy: -351.4805 Ha
ΔE to the lowest compared entry with this formula, charge and spin: 192.8 kJ/mol
charge: 0
SMILES: C=C(C)O.C=CC.C
HOMO: -0.3226 Eh

XYZ file:
```
24
C7H16O ωB97M-V with the def2-TZVPD basis set
C 1.9182 -0.3460 0.6808
C 1.9259 0.0970 -0.5873
C 1.7982 -0.7966 -1.7856
O 2.2983 1.3657 -0.9316
H 2.1985 0.3022 1.4982
H 1.8879 -1.4011 0.8895
H 2.7850 -1.1032 -2.1282
H 1.3182 -0.2514 -2.5939
H 1.2264 -1.6879 -1.5407
H 2.4148 1.8942 -0.1302
C -1.8864 0.2969 2.1726
C -1.1829 -0.4571 1.3493
C -1.7347 -1.5813 0.5380
H -2.9534 0.1719 2.2889
H -1.4410 1.1000 2.7406
H -0.0601 -0.3379 1.2442
H -1.2242 -2.5098 0.7944
H -2.8037 -1.7045 0.7033
H -1.5550 -1.4040 -0.5214
C -1.0062 1.6649 -0.9340
H -0.2938 0.8272 -1.0366
H -0.7726 2.1808 -0.0129
H -2.0402 1.3562 -0.9218
H -0.8173 2.3239 -1.7758
```

4.
The following is a DFT calculation (ωB97M-V with the def2-TZVPD basis set) of 2 unconnected molecules or ions with the total composition C7H16O in a non-equilibrium geometry.

Values from the calculation:
strongest force on any atom: 0.0770 hartree/bohr
energy: -351.4653 Ha
ΔE to the lowest compared entry with this formula, charge and spin: 232.8 kJ/mol
charge: 0
SMILES: C/C=C/CCCC.O
HOMO: -0.3282 Eh

XYZ file:
```
24
C7H16O ωB97M-V with the def2-TZVPD basis set
C -0.5790 4.1305 1.5018
C -0.7205 2.6417 1.3987
C 0.0771 1.7334 0.7623
C -0.0400 0.2460 1.0440
C 0.3128 -0.5247 -0.2332
C 1.8550 -0.9053 -0.2510
C 2.1789 -2.3423 -0.2747
H 0.1671 4.5047 0.7490
H -0.1410 4.3464 2.5237
H -1.5896 4.5988 1.3011
H -1.5727 2.2118 1.9182
H 0.8398 2.0911 0.1013
H -0.9947 0.0601 1.6745
H 0.7036 -0.0853 1.7890
H -0.2047 -1.5584 -0.2261
H 0.0692 0.1909 -1.0431
H 2.3938 -0.4820 0.6401
H 2.1865 -0.4331 -1.1306
H 3.2280 -2.5735 -0.2805
H 1.6237 -3.0701 0.3674
H 1.5343 -2.6738 -1.1324
O -3.7860 -4.3061 -4.0643
H -3.9292 -3.3750 -4.0100
H -3.6126 -4.4260 -3.1251
```

5.
The following is a DFT calculation (ωB97M-V with the def2-TZVPD basis set) of 2 unconnected molecules or ions with the total composition C7H16O2 in a non-equilibrium geometry.

Values from the calculation:
strongest force on any atom: 0.1049 hartree/bohr
energy: -426.6991 Ha
ΔE to the lowest compared entry with this formula, charge and spin: 306.5 kJ/mol
charge: 0
SMILES: CC(C)(C)C.CC(=O)O
HOMO: -0.3781 Eh

XYZ file:
```
25
C7H16O2 ωB97M-V with the def2-TZVPD basis set
C -3.2886 0.1127 -0.4395
C -1.8024 -0.1031 0.0683
C -1.7615 -0.5377 1.4523
C -0.9165 1.2117 -0.0814
C -1.0455 -1.2570 -0.8167
H -3.8162 -0.8211 -0.1985
H -3.6939 1.2670 -0.1747
H -3.4396 0.2018 -1.5961
H -0.7565 -0.7178 1.7616
H -2.1813 0.4716 1.8022
H -2.4897 -1.3403 1.6031
H 0.0029 0.7776 0.4278
H -1.4865 2.2148 0.3082
H -0.3547 1.4884 -1.1141
H -1.2465 -1.0848 -1.8100
H 0.1348 -1.1165 -0.6448
H -1.1575 -2.3599 -0.5259
C 4.1909 0.7358 0.5670
C 3.3618 -0.3841 -0.0283
O 3.1383 -1.4927 0.3675
O 2.8655 0.1584 -1.1561
H 4.6972 0.3466 1.4441
H 4.8122 1.1067 -0.1908
H 3.6359 1.5967 0.9165
H 2.5973 -0.4747 -1.9414
```

6.
The following is a DFT calculation (ωB97M-V with the def2-TZVPD basis set) of 3 unconnected molecules or ions with the total composition C7H16O2 in a non-equilibrium geometry.

Values from the calculation:
strongest force on any atom: 0.0573 hartree/bohr
energy: -426.6468 Ha
ΔE to the lowest compared entry with this formula, charge and spin: 444.0 kJ/mol
charge: 0
HOMO (spin up / spin down): -0.2708 / -0.2708 Eh

XYZ file:
```
25
C7H16O2 ωB97M-V with the def2-TZVPD basis set
C -0.9282 0.7280 0.0363
C 0.2134 0.6093 -0.7678
C 0.4854 -1.1386 0.3254
C -0.9192 1.4156 1.3580
C 0.2455 0.1171 -2.1852
C 1.9950 -1.1300 0.4283
C -0.1755 -1.5223 1.6327
O -2.0926 0.1287 -0.2437
O -0.7250 2.5134 -1.2170
H -2.1129 -0.1387 -1.1727
H -1.3466 2.5511 -1.9551
H 1.0684 1.1696 -0.4262
H 0.1271 -1.7893 -0.4718
H -1.5783 0.9155 2.0656
H -1.3027 2.4197 1.1759
H 0.0906 1.5081 1.7512
H 1.0185 -0.6407 -2.3269
H -0.6984 -0.3252 -2.5142
H 0.4520 0.9656 -2.8318
H 0.1229 -2.5431 1.9025
H 2.3618 -2.0827 0.8295
H 2.4845 -0.9749 -0.5338
H 2.3344 -0.3472 1.1124
H 0.1437 -0.8827 2.4574
H -1.2636 -1.5265 1.5710
```

Question: What is the strongest force on any atom in the first record?
Answer: 0.0895 hartree/bohr

Question: Which of these has the highest ΔE to the lowest compared entry with this formula, charge and spin?
Answer: number 6

Question: Look up the energy of the first one.
Answer: -804.0925 Ha

Question: Which of these has the highest ΔE to the lowest compared entry with this formula, charge and spin?
Answer: number 6